[1]
This record from the Open Molecules 2025 dataset describes a structure of composition C23H39AuCl2N6O3 in a non-equilibrium geometry. The level of theory is ωB97M-V/def2-TZVPD.

Last column: Löwdin charge in e.
Atoms and positions in Å:
O 0.605 -0.534 -3.221  0.0079
C 0.479 0.098 -4.275  -0.1979
C 0.217 1.555 -4.369  -0.1977
C 0.392 2.407 -3.256  -0.0473
H 0.499 1.977 -2.252  0.0533
C 0.446 3.786 -3.454  -0.0663
H 0.716 4.445 -2.622  0.1114
C 0.136 4.315 -4.719  -0.0705
H 0.144 5.395 -4.872  0.1044
C -0.216 3.470 -5.787  -0.0800
H -0.511 3.886 -6.755  0.1057
C -0.188 2.090 -5.606  -0.0459
H -0.463 1.394 -6.404  0.1136
H 0.502 -0.430 -5.244  0.1220
C -2.873 -0.842 -0.739  -0.0909
C -2.777 0.641 -0.517  -0.4051
H -3.681 -1.129 -1.423  0.0794
H -3.007 -1.376 0.208  0.0736
H -1.907 -1.166 -1.164  0.0844
C -3.324 1.656 -1.219  -0.1368
C -4.784 1.948 -1.422  -0.0659
H -2.626 2.406 -1.592  0.1054
H -4.958 2.354 -2.426  0.0809
H -5.157 2.685 -0.691  0.0937
H -5.376 1.027 -1.310  0.0842
Au -1.607 1.099 0.961  0.7079
Cl 0.439 2.307 0.458  -0.0412
Cl -3.499 1.558 2.474  -0.0232
H 4.624 1.501 -2.401  0.0922
H 4.848 1.625 0.217  0.0904
C 3.550 1.450 -2.151  -0.0530
C 3.795 1.320 0.319  -0.0667
N 3.345 0.698 -0.920  -0.1841
H 3.011 0.943 -2.960  0.0722
C 2.831 -0.553 -0.931  -0.2997
O 2.570 -1.217 0.088  -0.0475
H 3.681 0.605 1.139  0.0836
H 2.658 -0.954 -1.953  0.1221
H 3.167 2.477 -2.034  0.0889
H 3.191 2.216 0.520  0.0422
H -0.505 -6.112 0.356  0.0967
H 1.949 -5.245 -1.169  0.0936
C -0.869 -5.318 -0.312  -0.0477
C 1.156 -4.587 -1.555  -0.0456
N 0.147 -4.310 -0.545  -0.1922
H -1.750 -4.853 0.135  0.0849
C 0.278 -3.284 0.319  -0.2925
O -0.526 -3.037 1.229  -0.0364
H 1.607 -3.644 -1.881  0.0839
H 1.182 -2.674 0.134  0.1066
H -1.125 -5.774 -1.271  0.0818
H 0.678 -5.088 -2.403  0.0846
C -0.583 1.454 3.751  -0.2331
N -0.633 0.338 2.759  -0.2338
C -1.428 -0.822 3.303  -0.1982
N -0.888 -1.274 4.587  -0.0835
C -0.899 -0.134 5.531  -0.1535
N -0.068 0.990 5.039  -0.0923
C 1.301 0.482 4.835  -0.1649
N 1.338 -0.602 3.832  -0.0787
C 0.777 -0.140 2.564  -0.2033
C 0.511 -1.705 4.360  -0.1555
H -1.594 1.847 3.897  0.0373
H 0.084 2.228 3.346  0.1023
H -1.346 -1.660 2.588  0.0958
H -2.471 -0.505 3.435  0.0547
H -0.473 -0.471 6.485  0.1215
H -1.936 0.210 5.662  0.1300
H 1.951 1.305 4.513  0.1271
H 1.643 0.068 5.793  0.1205
H 0.785 -0.966 1.841  0.1001
H 1.360 0.699 2.174  0.0491
H 0.936 -2.007 5.325  0.1213
H 0.517 -2.539 3.646  0.1200

Computed properties:
Highest occupied orbital energy (alpha / beta) = -7.32 / -8.20 eV
2S+1 = 3
LUMO (alpha / beta) = -0.4 / -2.0 eV
Expectation value of S² = 2.01
Energy = -68301.131 eV
Charge = 0
Kohn-Sham gap (alpha / beta) = 6.96 / 6.23 eV



[2]
This record from the Open Molecules 2025 dataset describes a structure of composition C23H39BaCl2N6O3 in a non-equilibrium geometry. The level of theory is ωB97M-V/def2-TZVPD.

Last column: Löwdin charge in e.
Atoms and positions in Å:
O 0.490 -0.400 -4.140  0.0219
C -0.274 0.539 -4.335  -0.1926
C 0.045 1.969 -4.487  -0.2086
C 0.221 2.734 -3.332  -0.0611
H 0.018 2.319 -2.335  0.0526
C 0.711 4.029 -3.478  -0.0763
H 1.010 4.570 -2.563  0.1122
C 0.758 4.603 -4.765  -0.0870
H 1.133 5.633 -4.843  0.0973
C 0.386 3.860 -5.905  -0.0976
H 0.462 4.304 -6.902  0.0968
C -0.031 2.543 -5.763  -0.0471
H -0.427 1.950 -6.594  0.1162
H -1.386 0.429 -4.347  0.1354
C -2.309 -1.184 -1.960  -0.2387
C -2.412 0.036 -1.151  -0.6052
H -2.755 -1.097 -2.979  0.0727
H -2.785 -2.079 -1.519  0.0507
H -1.247 -1.422 -2.167  0.0247
C -2.733 1.281 -1.466  -0.3669
C -4.137 1.629 -1.075  -0.1538
H -2.178 2.031 -2.028  0.0453
H -4.659 2.389 -1.671  0.0561
H -4.090 1.829 0.005  -0.0025
H -4.660 0.667 -1.149  0.0674
Ba -0.857 0.040 0.657  1.6106
Cl 0.196 2.779 0.320  -0.3020
Cl -3.505 0.582 2.242  -0.2929
H 4.309 1.271 -2.986  0.0883
H 4.146 2.167 -0.654  0.0842
C 3.234 1.463 -2.873  -0.0469
C 3.288 1.549 -0.380  -0.0657
N 2.778 0.937 -1.598  -0.1640
H 2.685 0.972 -3.683  0.0806
C 2.005 -0.150 -1.525  -0.3087
O 1.537 -0.578 -0.444  -0.2202
H 3.581 0.776 0.340  0.0888
H 1.821 -0.656 -2.488  0.1238
H 3.072 2.547 -2.920  0.0869
H 2.513 2.184 0.076  -0.0175
H -0.519 -6.199 0.888  0.0898
H 1.511 -5.826 -0.859  0.0873
C -1.067 -5.469 0.278  -0.0305
C 0.796 -5.164 -1.360  -0.0457
N -0.133 -4.588 -0.406  -0.1881
H -1.728 -4.872 0.912  0.0916
C -0.123 -3.283 -0.136  -0.3104
O -0.978 -2.726 0.600  -0.1550
H 1.328 -4.346 -1.856  0.0903
H 0.703 -2.721 -0.613  0.1176
H -1.652 -6.027 -0.463  0.0902
H 0.246 -5.754 -2.099  0.0886
C -0.449 1.245 3.722  -0.2342
N -0.209 -0.126 3.211  -0.3106
C -1.080 -1.096 3.890  -0.2288
N -0.827 -1.082 5.342  -0.0919
C -1.059 0.304 5.837  -0.1519
N -0.183 1.304 5.167  -0.0891
C 1.219 0.896 5.395  -0.1769
N 1.515 -0.461 4.875  -0.0983
C 1.213 -0.488 3.430  -0.1801
C 0.598 -1.416 5.551  -0.1793
H -1.501 1.497 3.515  0.0474
H 0.216 1.944 3.189  0.0926
H -0.871 -2.106 3.498  0.1223
H -2.124 -0.811 3.689  0.0258
H -0.829 0.319 6.913  0.1143
H -2.113 0.572 5.655  0.1308
H 1.885 1.616 4.897  0.1234
H 1.404 0.881 6.478  0.1150
H 1.394 -1.503 3.035  0.1264
H 1.858 0.239 2.906  0.1268
H 0.809 -1.371 6.628  0.1138
H 0.790 -2.428 5.159  0.1197

Computed properties:
Highest occupied orbital energy = -1.54 eV
LUMO = 2.0 eV
Energy = -65305.473 eV
Charge = -1
Kohn-Sham gap = 3.57 eV



[3]
This record from the Open Molecules 2025 dataset describes a cluster of 2 separate species, C23H39BrClN3O3P in total in a non-equilibrium geometry. The level of theory is ωB97M-V/def2-TZVPD.

Last column: Löwdin charge in e.
Atoms and positions in Å:
C -5.628 1.053 -1.783  -0.1856
C -4.216 1.117 -0.941  -0.3796
P -3.684 -0.552 -0.158  1.0092
C -4.552 -1.885 -1.280  -0.4054
C -6.059 -2.132 -0.671  -0.2096
C -1.813 -0.873 -0.350  -0.5009
C -1.571 -1.229 -1.966  -0.2334
N -1.467 -1.387 -3.270  0.0783
C -1.021 0.567 -0.111  -0.1303
C -1.474 1.360 1.250  -0.1726
O -2.103 2.687 0.936  -0.1663
C -2.883 3.149 2.110  -0.1241
O -4.087 2.624 2.453  -0.0745
C -1.217 -2.119 0.528  -0.6018
Cl -0.485 -3.341 -0.715  0.6301
C 0.054 -1.707 1.515  -0.0886
N 0.812 -1.134 2.406  0.1591
C -2.322 -2.970 1.387  -0.2710
C -2.760 -2.300 2.819  -0.6529
C -4.400 -2.010 2.942  -0.1927
Br -2.380 -3.681 4.273  0.5574
H -5.603 0.312 -2.702  0.0728
H -5.796 2.135 -2.255  0.0856
H -6.578 0.838 -1.132  0.0720
H -4.374 1.874 -0.062  0.0656
H -3.409 1.567 -1.697  0.1019
H -3.997 -2.937 -1.231  0.0871
H -4.522 -1.558 -2.404  0.0733
H -6.248 -3.218 -0.266  0.0734
H -6.253 -1.358 0.217  0.0613
H -6.882 -1.853 -1.489  0.0785
H -1.358 1.256 -1.025  0.1256
H 0.160 0.462 -0.237  0.1154
H -0.505 1.639 1.888  0.1479
H -2.193 0.752 1.945  0.1019
H -2.420 4.021 2.768  0.1650
H -3.302 -3.246 0.811  0.0974
H -1.802 -4.010 1.656  0.0926
H -2.214 -1.300 3.090  0.0902
H -4.525 -0.850 2.736  0.0613
H -4.959 -2.624 2.094  0.0687
H -4.806 -2.286 4.023  0.0645
C 5.151 -1.395 -0.111  -0.0528
C 4.579 -0.032 0.338  -0.5013
C 5.742 0.951 0.633  -0.1655
C 6.503 1.448 -0.591  -0.2036
C 5.666 1.477 -1.864  -0.1636
C 4.134 1.553 -1.635  -0.5174
N 3.738 0.413 -0.789  -0.2219
O 2.375 0.368 -0.537  -0.3220
C 3.477 1.394 -3.033  -0.0609
C 3.759 2.948 -1.084  -0.0486
C 3.860 -0.258 1.699  -0.0739
H 4.351 -2.120 -0.289  0.0788
H 5.814 -1.820 0.653  0.0649
H 5.729 -1.314 -1.036  0.0640
H 5.350 1.825 1.169  0.0967
H 6.461 0.492 1.328  0.1060
H 6.891 2.452 -0.380  0.0981
H 7.384 0.817 -0.762  0.0975
H 6.004 2.310 -2.494  0.1054
H 5.896 0.571 -2.440  0.1023
H 3.675 0.400 -3.451  0.0766
H 3.875 2.132 -3.741  0.0649
H 2.390 1.535 -2.998  0.0671
H 4.084 3.735 -1.777  0.0674
H 4.220 3.165 -0.116  0.0634
H 2.676 3.060 -0.965  0.0644
H 4.563 -0.639 2.452  0.0698
H 3.054 -0.996 1.625  0.0270
H 3.440 0.676 2.091  0.0706

Computed properties:
Highest occupied orbital energy = -1.57 eV
LUMO = 1.7 eV
Energy = -126938.189 eV
Charge = -1
Kohn-Sham gap = 3.31 eV



> Which of these has the lowest energy?

C23H39BrClN3O3P



> Look up the charge of the first one.

0



> Which of these has the highest energy?

C23H39BaCl2N6O3